## i
Density functional theory data (ωB97M-V with the def2-TZVPD basis set) for 2 unconnected molecules or ions with the total composition C14H17N3.

Cartesian coordinates (Å):
C (4.58436, 1.33783, -1.19319)
C (3.90249, 1.78016, -0.01946)
C (4.37041, 2.93900, 0.61645)
N (3.42054, 3.41677, 1.55593)
C (2.28508, 2.58896, 1.39815)
C (1.15729, 2.55040, 2.10819)
C (0.15301, 1.65382, 1.72709)
C (0.36644, 0.72225, 0.67915)
C (1.62909, 0.67554, 0.00729)
C (2.58970, 1.50282, 0.43909)
H (4.85208, 0.24775, -1.14334)
H (5.53790, 1.91482, -1.48012)
H (3.92927, 1.33989, -2.05857)
H (5.25831, 3.44738, 0.43338)
H (3.58057, 4.08684, 2.35811)
H (1.00688, 3.43091, 2.77946)
H (-0.69495, 1.65996, 2.18577)
H (-0.48559, 0.20090, 0.40360)
H (1.85312, -0.06150, -0.75123)
C (-3.92026, -3.16771, -3.36759)
C (-4.59752, -2.57020, -2.16091)
C (-3.63535, -2.46802, -1.06165)
C (-4.01459, -2.83570, 0.36677)
N (-2.87797, -2.57154, 1.07874)
C (-1.85127, -2.18246, 0.16695)
N (-2.30958, -2.14614, -1.08083)
H (-3.73181, -2.29761, -4.13372)
H (-4.54587, -4.02857, -3.83907)
H (-2.92839, -3.56569, -3.00280)
H (-4.99353, -1.46021, -2.45030)
H (-5.58855, -3.17953, -1.78046)
H (-4.99107, -3.09875, 0.78934)
H (-2.88523, -2.84415, 2.11187)
H (-0.91728, -1.84612, 0.46315)

The charge is 0. The value obtained for the HOMO energy is -7.6 eV.

***

## ii
Density functional theory data (ωB97M-V with the def2-TZVPD basis set) for 2 unconnected molecules or ions with the total composition C14H17N3.

Cartesian coordinates (Å):
C (1.53006, -2.24827, 1.44098)
C (0.24580, -1.55368, 1.31364)
C (-0.49887, -0.82935, 2.20047)
N (-1.77074, -0.60521, 1.67766)
C (-1.75961, -0.86531, 0.30275)
C (-2.89390, -0.90703, -0.55390)
C (-2.72348, -1.61758, -1.71854)
C (-1.53879, -2.41665, -1.93118)
C (-0.56297, -2.48179, -0.98664)
C (-0.59545, -1.64701, 0.13351)
H (2.22158, -1.44061, 1.82525)
H (2.21447, -2.25378, 0.57097)
H (1.65728, -3.06138, 2.17219)
H (-0.41136, -0.65054, 3.26366)
H (-2.38049, 0.03887, 2.15629)
H (-3.74528, -0.24903, -0.31074)
H (-3.40185, -1.81941, -2.54190)
H (-1.61257, -3.18816, -2.72992)
H (0.24971, -3.19913, -1.14994)
C (3.09250, 2.65433, 0.37324)
C (2.30620, 1.48039, -0.29266)
C (0.88192, 1.89317, -0.39341)
C (0.02891, 1.31976, -1.30129)
N (-1.17022, 1.90142, -1.08740)
C (-1.05822, 2.80324, -0.08341)
N (0.18221, 2.74205, 0.41901)
H (3.54334, 3.21288, -0.46278)
H (3.98242, 2.22030, 0.86032)
H (2.39115, 3.15956, 1.03533)
H (2.87472, 1.18110, -1.17716)
H (2.31183, 0.66704, 0.51680)
H (0.20457, 0.52503, -2.00972)
H (-1.97379, 1.69224, -1.67641)
H (-1.82107, 3.54258, 0.14494)

The charge is 0. The value obtained for the HOMO energy is -8.0 eV.

***

The structure with the least stability is i.

***

## i
Density functional theory data (ωB97M-V with the def2-TZVPD basis set) for a single C2H4NPS molecule.

Cartesian coordinates (Å):
C (0.10372, -1.70367, 0.03111)
C (0.74000, 0.96317, -0.20633)
N (-1.04045, -1.31818, 0.08731)
P (-2.19404, -0.23268, -0.27962)
S (-0.99767, 1.51748, 0.02304)
H (0.59749, -0.01982, -0.71201)
H (0.64072, -2.10862, 0.90649)
H (1.13439, 1.04690, 0.83862)
H (1.01583, 1.85543, -0.68860)

The charge is 0. The value obtained for the HOMO energy (alpha / beta) is -7.5 / -7.5 eV.

***

## ii
Density functional theory data (ωB97M-V with the def2-TZVPD basis set) for 2 unconnected molecules or ions with the total composition C2H4NPS.

Cartesian coordinates (Å):
C (-0.41892, 1.53472, -0.02576)
C (1.13337, -1.48389, -0.13082)
N (-1.27904, 0.65711, 0.21744)
P (-2.13416, -0.56987, 0.48091)
S (1.49611, -0.01422, 0.31653)
H (-0.30085, 1.59527, -1.03932)
H (-0.28164, 2.19689, 0.77724)
H (1.02754, -2.23455, 0.51462)
H (0.75758, -1.68146, -1.11083)

The charge is 0. The value obtained for the HOMO energy is -7.4 eV.

***

The structure with the least stability is ii.

***

## i
Density functional theory data (ωB97M-V with the def2-TZVPD basis set) for a single C9H10OS molecule.

Cartesian coordinates (Å):
C (-2.17039, -0.65489, -0.12024)
C (-1.55105, -1.92628, -0.35822)
C (-1.44984, 0.45053, 0.14561)
C (-0.21486, -2.08082, -0.29548)
C (0.91030, 1.47419, -0.01775)
C (0.43224, -0.46306, 1.60580)
C (1.81890, 0.85077, -1.07036)
C (-0.02624, 0.37225, 0.44520)
C (0.61344, -1.02076, 0.23458)
O (3.18444, -0.53968, 0.73779)
S (2.32865, -0.80949, -0.41843)
H (-3.23359, -0.57739, -0.29256)
H (-2.17717, -2.73264, -0.70910)
H (-1.90226, 1.43120, 0.12035)
H (0.27544, -2.97265, -0.65481)
H (1.51936, 1.84028, 0.81149)
H (0.35344, 2.31483, -0.43508)
H (1.34332, -0.16347, 2.10519)
H (-0.31295, -0.91959, 2.24053)
H (1.28452, 0.65416, -1.99855)
H (2.71350, 1.43629, -1.26856)

The charge is 0. The value obtained for the HOMO energy is -8.5 eV.

***

## ii
Density functional theory data (ωB97M-V with the def2-TZVPD basis set) for a single C9H10OS molecule.

Cartesian coordinates (Å):
C (2.34754, 0.20252, -0.95991)
C (0.97864, -0.23710, -0.66762)
C (0.21535, -0.95687, -1.92536)
C (0.89590, -0.95009, 0.62212)
C (-0.16463, -1.11085, 1.41566)
C (-1.24118, -0.12841, 1.27547)
C (-2.37355, 0.00452, 2.04031)
S (-3.11167, 1.59856, 1.65317)
C (-1.88037, 2.05014, 0.57894)
C (-1.03210, 1.01709, 0.36582)
O (-0.07348, 1.18552, -0.52764)
H (2.51283, 0.08528, -2.07661)
H (3.09220, -0.47873, -0.53470)
H (2.47936, 1.22312, -0.60659)
H (0.50347, -0.28532, -2.67970)
H (-0.87273, -0.84508, -2.03394)
H (0.58339, -1.97244, -2.18221)
H (1.81221, -1.27249, 1.08194)
H (-0.04650, -1.43435, 2.41209)
H (-2.91238, -0.72656, 2.67338)
H (-1.71228, 3.03152, 0.07538)

The charge is 0. The value obtained for the HOMO energy is -7.6 eV.

***

The structure with the least stability is ii.